Record 1
The ion C4H10N with charge +1 at a distorted geometry. Source: OMol25; level of theory: ωB97M-V/def2-TZVPD.

Values from the calculation:
lowest unoccupied orbital energy	-3.53	eV
SMILES string	C1CC[NH2+]C1
relative energy (zero: lowest compared OMol25 entry of this formula, charge and spin)	7.7	kcal per mole
highest occupied orbital energy	-0.5947	Ha
frontier orbital gap	12.652	eV
total charge	+1
F_max	1.4	eV/A
calculated total energy	-5793.5235	eV

Last column: natural (NBO) charge in e.
Positions of all 15 atoms, in Å:
C: 0.504 0.885 -0.795  -0.2242
N: 1.226 -0.173 0.001  -0.5031
C: 0.283 -0.562 1.103  -0.2365
C: -1.075 -0.594 0.378  -0.4190
C: -0.975 0.509 -0.684  -0.4400
H: 0.762 0.815 -1.849  0.2479
H: 0.758 1.815 -0.299  0.2324
H: 1.391 -1.000 -0.591  0.4323
H: 2.177 0.111 0.283  0.4493
H: 0.588 -1.446 1.661  0.2490
H: 0.312 0.185 1.902  0.2302
H: -1.883 -0.451 1.091  0.2623
H: -1.150 -1.587 -0.060  0.2243
H: -1.416 0.037 -1.565  0.2425
H: -1.502 1.457 -0.576  0.2526



Record 2
A structure of composition C19H42F12HfN4O13PS3 at a distorted geometry. Source: OMol25; level of theory: ωB97M-V/def2-TZVPD.

Values from the calculation:
lowest unoccupied orbital energy	-10.19	eV
relative energy (zero: lowest compared OMol25 entry of this formula, charge and spin)	0.0	kcal per mole
highest occupied orbital energy	-0.6290	Ha
frontier orbital gap	6.924	eV
total charge	+3
F_max	6.9	eV/A
calculated total energy	-128654.2107	eV

Last column: Mulliken charge in e.
Positions of all 95 atoms, in Å:
Hf: -12.310 -13.369 -1.197  1.8301
S: -10.701 -12.565 1.106  1.8577
O: -11.040 -13.137 2.406  -1.0417
O: -10.541 -13.645 0.075  -0.2589
O: -11.910 -11.965 0.513  0.3156
O: -9.606 -11.627 1.146  -0.7175
C: -7.030 -14.557 1.193  -0.8022
C: -8.157 -15.446 1.608  0.7914
O: -8.472 -16.427 1.055  -0.3418
N: -8.909 -15.049 2.894  0.4441
H: -8.511 -14.319 3.477  0.3837
H: -9.810 -14.650 2.552  -0.4638
C: -9.239 -16.257 3.746  -0.8577
H: -6.731 -14.620 0.151  0.3472
H: -6.150 -14.821 1.787  0.4354
H: -7.272 -13.499 1.328  -0.0752
H: -8.362 -16.597 4.288  0.4159
H: -9.630 -17.025 3.084  0.3618
H: -10.054 -16.000 4.421  0.2535
C: -12.599 -11.660 6.693  -1.2694
C: -12.742 -12.146 5.282  0.5181
O: -13.311 -11.594 4.407  -0.2914
N: -12.020 -13.415 4.902  0.3008
H: -11.693 -13.333 3.900  0.1593
H: -11.150 -13.560 5.413  0.4950
C: -13.085 -14.514 5.052  -0.7848
H: -11.591 -11.455 7.059  0.3790
H: -12.877 -12.483 7.364  0.4027
H: -13.309 -10.854 6.850  0.3811
H: -13.409 -14.446 6.090  0.4181
H: -12.641 -15.468 4.791  0.4127
H: -13.971 -14.290 4.463  0.2596
C: -6.933 -9.877 0.845  -0.3962
C: -6.934 -9.711 2.341  0.4389
O: -6.273 -8.931 2.920  -0.4023
N: -7.969 -10.547 3.088  0.3472
H: -8.532 -11.057 2.362  0.0350
H: -7.586 -11.363 3.568  0.4820
C: -8.932 -9.739 3.942  -0.8425
H: -5.978 -9.503 0.486  0.4926
H: -7.816 -9.439 0.380  0.0286
H: -6.953 -10.942 0.601  0.0812
H: -9.357 -9.003 3.269  0.3395
H: -8.272 -9.309 4.694  0.4442
H: -9.609 -10.421 4.446  0.3059
C: -13.073 -8.707 2.330  -1.2836
C: -12.025 -8.265 1.275  -0.1094
C: -12.386 -8.614 -0.172  -0.0512
N: -12.204 -7.474 -1.178  0.7052
C: -10.925 -6.723 -0.909  -0.9230
C: -13.404 -6.540 -1.131  -0.4703
C: -14.296 -7.044 -2.262  -0.5701
C: -13.284 -7.278 -3.383  -0.6603
C: -12.192 -8.031 -2.636  -0.3701
H: -14.116 -8.626 2.026  0.3477
H: -12.894 -8.233 3.296  0.4843
H: -12.981 -9.765 2.597  0.1573
H: -11.096 -8.754 1.568  -0.3890
H: -11.943 -7.192 1.442  0.5666
H: -13.409 -8.983 -0.261  0.2037
H: -11.712 -9.372 -0.568  -0.1875
H: -10.990 -6.115 -0.016  0.4086
H: -10.748 -6.126 -1.803  0.5161
H: -10.088 -7.420 -0.921  0.1010
H: -13.062 -5.531 -1.340  0.5254
H: -13.954 -6.700 -0.207  0.1887
H: -15.085 -6.404 -2.655  0.4541
H: -14.837 -7.938 -1.943  0.1765
H: -12.865 -6.409 -3.887  0.3288
H: -13.644 -7.980 -4.136  0.4106
H: -11.186 -8.101 -3.041  0.5536
H: -12.531 -9.057 -2.480  -0.0753
C: -8.049 -11.936 -2.472  0.6416
F: -8.179 -13.015 -1.683  -0.2135
F: -7.188 -11.085 -1.963  -0.2113
F: -7.631 -12.379 -3.633  -0.2059
S: -9.738 -11.070 -2.649  1.1392
O: -9.866 -10.802 -4.041  -0.5936
O: -10.700 -12.093 -2.055  -1.2458
O: -9.683 -9.876 -1.824  -0.6064
C: -16.362 -12.563 1.412  0.6415
F: -17.234 -11.716 1.892  -0.1851
F: -15.364 -12.670 2.288  -0.2300
F: -16.940 -13.715 1.172  -0.1863
S: -15.591 -11.889 -0.189  1.0636
O: -15.341 -10.500 0.138  -0.7019
O: -14.294 -12.609 -0.367  -1.3053
O: -16.558 -12.083 -1.240  -0.6049
P: -12.901 -16.033 1.046  1.1922
F: -14.346 -16.198 0.333  -0.3310
F: -12.229 -15.698 -0.465  -0.5608
F: -13.146 -14.431 0.891  -0.2680
F: -11.437 -15.851 1.694  -0.1970
F: -13.531 -16.064 2.503  -0.3734
F: -12.669 -17.592 0.931  -0.3092



Record 3
A structure of composition C34H49ClMnO3P4 at a distorted geometry. Source: OMol25; level of theory: ωB97M-V/def2-TZVPD.

Values from the calculation:
lowest unoccupied orbital energy (spin up / spin down)	-5.87 / -7.35	eV
relative energy (zero: lowest compared OMol25 entry of this formula, charge and spin)	139.1	kcal per mole
highest occupied orbital energy (spin up / spin down)	-0.4761 / -0.4759	Ha
<S²>	4.07
2S+1	4
frontier orbital gap (spin up / spin down)	7.087 / 5.603	eV
total charge	+2
F_max	6.6	eV/A
calculated total energy	-123175.6875	eV

Last column: Mulliken spin population.
Positions of all 92 atoms, in Å:
P: -3.663 0.816 -0.050  0.4610
C: -4.398 -0.692 0.420  0.0019
C: -5.300 -0.334 1.457  0.1148
H: -5.144 0.625 1.953  0.0035
C: -6.343 -1.189 1.733  -0.0236
H: -7.048 -0.881 2.483  -0.0006
C: -6.459 -2.395 1.049  0.0688
H: -7.293 -3.040 1.278  0.0024
C: -5.527 -2.778 0.085  -0.0054
H: -5.629 -3.725 -0.427  0.0003
C: -4.460 -1.946 -0.241  0.0255
H: -3.682 -2.221 -0.969  0.0005
C: -2.758 1.711 1.183  0.0530
C: -2.368 1.235 2.455  0.0617
H: -2.432 0.165 2.692  -0.0011
C: -1.916 2.161 3.391  -0.0333
H: -1.630 1.821 4.376  0.0001
C: -1.863 3.517 3.069  0.0794
H: -1.545 4.237 3.816  0.0020
C: -2.233 3.974 1.810  -0.0324
H: -2.218 5.020 1.554  0.0005
C: -2.649 3.081 0.838  0.0907
H: -2.953 3.391 -0.160  -0.0047
C: -3.413 1.202 -1.752  0.0420
C: -4.724 1.630 -2.063  0.0363
H: -5.490 1.493 -1.296  -0.0125
C: -4.951 2.205 -3.296  0.0080
H: -5.944 2.556 -3.496  -0.0001
C: -3.912 2.304 -4.215  0.0146
H: -4.121 2.748 -5.178  0.0011
C: -2.629 1.844 -3.927  0.0013
H: -1.838 1.912 -4.660  0.0006
C: -2.342 1.290 -2.676  0.0250
H: -1.349 0.891 -2.426  -0.0020
Mn: 1.263 -1.692 -0.160  2.6356
C: 2.472 -0.002 0.120  -0.2116
C: 1.940 1.227 0.235  0.0674
H: 3.543 -0.203 0.141  -0.0367
C: 0.437 1.370 0.078  -0.0154
O: 0.249 2.329 -0.962  -0.0101
H: -0.683 2.502 -1.156  -0.0021
C: -0.034 0.033 -0.149  -0.3416
H: 0.046 1.841 1.006  0.0212
C: -0.395 -1.171 -0.430  0.1171
Cl: -0.059 -3.908 -0.405  -0.0244
P: 1.709 -1.647 -2.482  -0.0374
P: 1.310 -2.152 2.136  -0.0404
C: 2.114 -3.318 -3.011  -0.0059
H: 1.244 -3.964 -2.865  0.0022
H: 2.928 -3.678 -2.373  0.0013
H: 2.422 -3.287 -4.059  -0.0030
C: 0.427 -1.050 -3.615  0.0027
H: 0.428 0.045 -3.646  0.0018
H: -0.564 -1.389 -3.301  0.0001
H: 0.635 -1.433 -4.621  -0.0014
C: 3.149 -0.639 -2.866  -0.0066
H: 3.946 -0.830 -2.141  0.0002
H: 2.874 0.418 -2.824  0.0036
H: 3.488 -0.897 -3.873  -0.0023
C: 2.056 -3.779 2.370  -0.0038
H: 3.130 -3.693 2.178  0.0010
H: 1.622 -4.465 1.636  0.0010
H: 1.863 -4.126 3.389  -0.0025
C: 2.342 -1.025 3.101  -0.0002
H: 1.911 -0.018 3.094  0.0025
H: 3.336 -0.980 2.647  -0.0002
H: 2.423 -1.380 4.132  -0.0020
C: -0.278 -2.203 3.013  0.0093
H: -1.017 -2.744 2.414  -0.0003
H: -0.644 -1.189 3.208  0.0015
H: -0.135 -2.723 3.969  -0.0011
P: 2.999 2.690 0.539  -0.0097
C: 4.659 2.187 1.004  -0.0045
C: 2.221 3.613 1.874  0.0045
H: 5.002 1.362 0.367  0.0027
H: 4.669 1.843 2.047  -0.0002
H: 5.366 3.026 0.911  -0.0010
H: 1.171 3.812 1.629  -0.0022
H: 2.724 4.573 2.062  -0.0004
H: 2.254 3.018 2.794  -0.0008
C: 3.019 3.693 -0.947  0.0019
H: 3.555 3.160 -1.740  -0.0008
H: 3.493 4.672 -0.791  0.0001
H: 1.981 3.828 -1.265  0.0004
H: -1.445 -1.404 -0.542  -0.0580
C: 5.719 -3.753 -0.080  -0.0043
C: 4.768 -2.592 -0.117  0.0076
O: 5.195 -1.411 -0.100  0.0027
O: 3.533 -2.969 -0.175  -0.0366
H: 6.747 -3.405 -0.064  -0.0012
H: 5.566 -4.393 -0.953  0.0001
H: 5.529 -4.361 0.809  0.0004



Record 4
A cluster of 2 separate species, C10H10N2O2 in total at a distorted geometry. Source: OMol25; level of theory: ωB97M-V/def2-TZVPD.

Values from the calculation:
lowest unoccupied orbital energy	0.40	eV
SMILES string	O=c1cc[nH]c(=O)[nH]1.c1ccccc1
relative energy (zero: lowest compared OMol25 entry of this formula, charge and spin)	50.5	kcal per mole
highest occupied orbital energy	-0.3419	Ha
frontier orbital gap	9.703	eV
total charge	0
F_max	5.7	eV/A
calculated total energy	-17606.3521	eV

Last column: natural (NBO) charge in e.
Positions of all 24 atoms, in Å:
C: 0.350 0.763 3.379  -0.2200
C: 1.037 1.618 2.431  -0.2116
C: 0.467 2.485 1.568  -0.2413
C: -0.958 2.732 1.591  -0.1946
C: -1.679 1.813 2.420  -0.2247
C: -1.029 0.888 3.252  -0.2137
C: 1.101 -1.920 -0.986  0.6475
C: 1.705 -1.228 -2.105  -0.4183
C: 1.119 -0.448 -2.978  0.0682
C: -0.970 -0.931 -1.942  0.7751
H: 0.777 -0.162 3.787  0.2271
H: 2.077 1.311 2.498  0.2119
H: 1.229 2.865 0.860  0.2224
H: -1.493 3.424 1.005  0.2190
H: -2.794 1.798 2.565  0.2191
H: -1.760 0.287 3.895  0.2065
H: -0.872 -1.750 -0.138  0.4295
H: 2.857 -1.271 -1.954  0.2467
H: 1.619 0.078 -3.853  0.2290
H: -0.747 0.300 -3.590  0.4400
N: -0.259 -1.517 -0.865  -0.6348
N: -0.179 -0.321 -2.945  -0.5998
O: 1.645 -2.794 -0.333  -0.5626
O: -2.230 -0.788 -1.941  -0.6208



Q: Among the records above, which one has the lowest total charge?
A: C10H10N2O2



Q: Which formula does entry 2 have?
A: C19H42F12HfN4O13PS3